No. 1
Computed, not measured: C28H60InO9 as an isolated structure, with wB97M-V/def2-TZVPD.

Calculated values
Frontier orbital gap = 5.79 eV
Charge = -1
E_tot = -1969.96608 Ha
2S+1 = 1

Last column: Löwdin charge in e.
Atoms and positions in Å:
C1 3.15993 -2.02766 -0.64748  -0.127
O1 2.62126 -0.66900 -0.81702  -0.276
C2 1.34928 -0.47582 -0.10344  -0.217
C3 0.83828 1.05472 -0.43987  -0.179
C4 -0.37686 1.14517 -1.53627  -0.209
C5 -1.66901 0.14722 -1.18212  -0.214
C6 -2.92828 0.45123 -2.18766  -0.194
C7 -4.03081 1.52260 -1.61938  -0.219
C8 -4.60863 1.20016 -0.11963  -0.228
C9 -5.74307 -0.00438 -0.21194  -0.287
C10 -5.19160 -1.35800 0.57743  -0.327
In1 -4.42110 -2.98582 -0.79594  0.640
O2 -4.99711 -2.80250 -2.80331  -0.464
O3 -5.28966 -4.80417 -0.09237  -0.490
H1 2.32848 -2.86334 -0.55697  0.107
H2 3.91030 -2.14301 0.26068  0.081
H3 3.75020 -2.28696 -1.65171  0.097
H4 0.54180 -1.30386 -0.29441  0.121
H5 1.58320 -0.49114 1.06713  0.132
H6 0.46232 1.55170 0.56078  0.110
H7 1.80512 1.63724 -0.82682  0.119
H8 -0.83260 2.24708 -1.48107  0.111
H9 -0.01406 1.00533 -2.65840  0.108
H10 -1.91739 0.20119 -0.03992  0.107
H11 -1.34504 -0.98257 -1.39258  0.080
H12 -2.45571 0.93608 -3.17036  0.115
H13 -3.45358 -0.54934 -2.57146  0.098
H14 -4.98321 1.57238 -2.33751  0.089
H15 -3.58314 2.61413 -1.61976  0.100
H16 -3.79403 1.02635 0.70221  0.088
H17 -5.21593 2.17105 0.21718  0.099
H18 -6.06808 -0.21294 -1.32017  0.086
H19 -6.68752 0.35442 0.41496  0.090
H20 -6.05854 -1.77758 1.26558  0.029
H21 -4.33281 -1.01686 1.32060  0.030
H22 -2.59932 -2.99607 -0.62139  -0.089
H23 -5.18821 -1.85011 -3.05424  -0.061
H24 -5.50491 -4.62036 0.87234  -0.053
C11 -8.18373 1.53656 -3.63700  -0.032
C12 -7.18693 0.88475 -4.55761  -0.480
O4 -5.97955 1.08528 -4.43638  0.038
C13 -7.72464 -0.02191 -5.63224  -0.025
H25 -7.65275 2.16263 -2.91206  0.077
H26 -8.86370 2.16890 -4.21345  0.053
H27 -8.74386 0.77120 -3.09408  0.097
H28 -8.38413 0.54101 -6.29759  0.080
H29 -8.26439 -0.85679 -5.17826  0.089
H30 -6.89154 -0.42143 -6.22030  0.084
C14 6.15956 -1.40657 3.23143  -0.034
C15 5.63756 -2.75169 2.80231  -0.485
O5 4.43386 -2.94874 2.64429  0.037
C16 6.64535 -3.84632 2.57402  -0.024
H31 5.31978 -0.71515 3.35849  0.085
H32 6.68414 -1.49883 4.18579  0.055
H33 6.82923 -1.00649 2.46607  0.089
H34 7.19155 -4.04728 3.49911  0.066
H35 7.33676 -3.55499 1.77933  0.088
H36 6.12525 -4.76044 2.26846  0.083
C17 10.87294 -1.26304 5.46520  -0.022
C18 9.70283 -2.17135 5.19726  -0.476
O6 8.83141 -1.86720 4.38436  0.030
C19 9.64026 -3.46618 5.96243  -0.017
H37 10.78626 -0.36634 4.84243  0.089
H38 10.87561 -0.96056 6.51544  0.076
H39 11.80546 -1.77449 5.21399  0.087
H40 9.58799 -3.26184 7.03482  0.087
H41 10.51791 -4.07589 5.73341  0.088
H42 8.74239 -4.01930 5.66686  0.078
C20 1.22412 -0.64920 -7.05486  -0.031
C21 1.50396 0.45292 -6.06846  -0.495
O7 1.03685 1.58038 -6.22122  0.044
C22 2.37742 0.12212 -4.88794  -0.031
H43 0.58081 -0.26610 -7.85413  0.082
H44 2.16054 -0.99881 -7.49688  0.081
H45 0.70817 -1.47286 -6.55520  0.089
H46 3.36524 -0.19311 -5.23344  0.082
H47 1.91289 -0.66725 -4.29164  0.088
H48 2.49306 1.01280 -4.26122  0.084
C23 8.05416 0.81054 7.05182  -0.021
C24 8.94141 1.04234 8.24558  -0.492
O8 10.15786 1.17428 8.12103  0.042
C25 8.28262 1.10648 9.59756  -0.028
H49 8.66615 0.78769 6.14386  0.078
H50 7.54033 -0.14890 7.15153  0.089
H51 7.32902 1.62345 6.96441  0.091
H52 7.77898 0.16020 9.81068  0.086
H53 7.56757 1.93260 9.62365  0.087
H54 9.04495 1.27836 10.36488  0.084
C26 -9.32585 5.18063 -2.91967  -0.014
C27 -10.54456 4.46869 -3.44300  -0.472
O9 -10.50602 3.27837 -3.75012  0.038
C28 -11.81220 5.26956 -3.57596  -0.029
H55 -8.48601 4.47898 -2.87724  0.076
H56 -9.06063 6.00359 -3.58817  0.088
H57 -9.51910 5.55612 -1.91172  0.089
H58 -11.65774 6.09648 -4.27373  0.085
H59 -12.11630 5.64909 -2.59723  0.085
H60 -12.60855 4.62644 -3.96543  0.084

=====

No. 2
Computed, not measured: a 3-piece molecular cluster, C28H62ClN2O9P2 overall, with wB97M-V/def2-TZVPD.

Calculated values
Frontier orbital gap (spin up / spin down) = 9.30 / 8.45 eV
E_tot = -3033.67537 Ha
2S+1 = 2

Last column: Löwdin charge in e.
Atoms and positions in Å:
C1 3.37782 -1.80463 -0.20082  -0.109
C2 2.39128 -2.98175 -0.02887  -0.229
C3 1.34751 -2.97968 -1.16658  -0.195
C4 -0.03318 -2.49109 -0.74341  -0.227
N1 -0.01110 -1.24923 0.03700  0.002
C5 -1.02885 -0.25613 -0.30583  -0.476
C6 -2.43065 -0.86700 -0.06219  -0.529
Cl1 -2.45225 -1.64390 1.57014  0.741
C7 -3.59692 0.14400 -0.24403  -0.256
C8 -4.59366 0.24081 0.91582  -0.142
C9 -0.91061 0.31455 -1.73229  -0.054
C10 0.33508 1.19952 -1.99131  -0.415
C11 1.23379 0.41188 -3.00132  -0.010
C12 -0.09554 2.48739 -2.72091  -0.014
N2 1.18316 1.42756 -0.78979  -0.111
O1 2.07621 2.30624 -1.07665  -0.020
C13 0.45389 1.75770 0.45489  -0.453
C14 1.42966 1.43122 1.62051  -0.014
C15 0.09574 3.23859 0.62495  -0.028
C16 -0.82054 0.90981 0.68663  -0.071
H1 2.85472 -0.89817 -0.51906  0.039
H2 4.14265 -2.01569 -0.94834  0.075
H3 3.86070 -1.55278 0.74511  0.071
H4 1.86642 -2.78911 0.90789  0.102
H5 2.98381 -3.89222 0.00166  0.101
H6 1.21747 -4.01510 -1.49676  0.108
H7 1.72875 -2.44684 -2.04074  0.093
H8 -0.47576 -3.26654 -0.10483  0.109
H9 -0.68221 -2.43743 -1.62436  0.108
H10 0.91815 -0.85462 0.00136  0.071
H11 -2.62453 -1.68838 -0.74873  0.100
H12 -4.18364 -0.19774 -1.10066  0.112
H13 -3.25042 1.14110 -0.50575  0.090
H14 -5.36615 0.95730 0.62821  0.074
H15 -5.09515 -0.71189 1.07245  0.062
H16 -4.11925 0.58246 1.83244  0.059
H17 -1.01807 -0.47668 -2.47362  0.118
H18 -1.78907 0.94729 -1.87432  0.103
H19 0.94120 -0.63318 -3.08514  0.060
H20 1.17425 0.84083 -4.00036  0.079
H21 2.28147 0.43352 -2.70211  0.080
H22 -1.01584 2.31385 -3.27730  0.089
H23 0.65264 2.78210 -3.45502  0.074
H24 -0.24161 3.34676 -2.06732  0.074
H25 0.89971 1.33209 2.56240  0.088
H26 1.90307 0.47522 1.38030  0.072
H27 2.24331 2.15427 1.67371  0.085
H28 -0.16824 3.36914 1.67729  0.095
H29 0.92276 3.91526 0.42155  0.082
H30 -0.79821 3.53132 0.07101  0.078
H31 -1.66947 1.59456 0.67615  0.112
H32 -0.81934 0.47430 1.68313  0.098
O2 7.11279 5.48849 -2.59268  -0.223
P1 5.84754 5.88651 -3.24596  0.509
O3 6.03811 5.65734 -4.84453  -0.193
C17 6.40998 4.37021 -5.32673  -0.283
C18 5.26616 3.37526 -5.24280  -0.078
O4 5.87153 7.50808 -3.19443  -0.201
C19 6.85028 8.20853 -2.42865  -0.289
C20 8.06571 8.55311 -3.26579  -0.075
O5 4.21809 5.89557 -3.21605  -0.171
C21 3.47710 4.91683 -2.46210  -0.268
C22 4.09553 4.58771 -1.12238  -0.083
H33 7.28295 4.00036 -4.78237  0.111
H34 6.70387 4.50521 -6.36759  0.117
H35 5.05178 3.11763 -4.20081  0.063
H36 5.51439 2.45187 -5.76731  0.078
H37 4.35770 3.79521 -5.67595  0.085
H38 7.12831 7.63873 -1.54276  0.103
H39 6.37359 9.12577 -2.07813  0.115
H40 8.42647 7.68788 -3.82099  0.074
H41 8.87502 8.92782 -2.63715  0.076
H42 7.81652 9.32055 -4.00054  0.074
H43 3.35348 4.00975 -3.05898  0.093
H44 2.47988 5.33239 -2.31327  0.121
H45 5.08777 4.13723 -1.23935  0.074
H46 3.46984 3.88104 -0.58617  0.046
H47 4.21220 5.48802 -0.51482  0.089
O6 -6.76195 -6.43283 3.46556  -0.223
P2 -5.62614 -6.04023 4.32741  0.507
O7 -4.26159 -6.37956 3.51824  -0.190
C23 -4.06193 -5.81693 2.22288  -0.274
C24 -3.75395 -4.33226 2.28548  -0.139
O8 -5.57403 -7.19755 5.46178  -0.200
C25 -6.62012 -8.16025 5.58544  -0.288
C26 -6.32204 -9.40792 4.77868  -0.075
O9 -4.99711 -4.96241 5.38253  -0.172
C27 -5.44779 -3.59843 5.42731  -0.271
C28 -6.94509 -3.45043 5.25314  -0.085
H48 -4.93522 -6.00265 1.59159  0.112
H49 -3.21901 -6.35004 1.78298  0.119
H50 -4.64343 -3.77015 2.59040  0.063
H51 -3.44495 -3.96097 1.31531  0.025
H52 -2.96541 -4.12971 3.01054  0.076
H53 -7.57941 -7.72697 5.30474  0.103
H54 -6.68573 -8.41452 6.64480  0.115
H55 -6.01931 -9.16281 3.76115  0.074
H56 -7.19635 -10.05928 4.73637  0.076
H57 -5.49892 -9.96478 5.22938  0.075
H58 -4.91259 -3.01012 4.67671  0.100
H59 -5.15222 -3.20886 6.40146  0.120
H60 -7.26937 -3.80656 4.26958  0.068
H61 -7.23627 -2.40392 5.34105  0.082
H62 -7.48157 -4.02785 6.00760  0.087